Here is a single C4H6N2O molecule in a non-equilibrium geometry from OMol25. Energies are from ωB97M-V/def2-TZVPD.

ΔE to the lowest compared entry with this formula, charge and spin ... 63.4 kcal per mole
Frontier orbital gap ... 0.405 hartree
Lowest unoccupied orbital energy ... 0.7 eV
Max |F| ... 3.4 eV Å⁻¹
SMILES ... [H]/N=C\OCCC#N
Energy ... -340.69386 Ha

```
13
Properties=species:S:1:pos:R:3:forces:R:3:mulliken_charge:R:1
N -2.19049 0.75264 -0.36369 0.66 0.95 -0.38 -0.5832
C -2.05343 -0.38180 0.18171 0.11 2.07 0.05 0.2160
O -0.95440 -1.19852 0.25673 -0.65 0.45 0.13 -0.3951
C 0.22902 -0.71376 -0.41148 -0.07 0.00 -0.06 -0.8696
C 1.06450 0.14966 0.54613 -0.13 -0.01 0.10 -0.1479
C 2.32571 0.58706 -0.06462 0.78 0.24 -0.45 0.1639
N 3.31788 0.92173 -0.55631 -1.03 -0.35 0.48 -0.3811
H -1.36409 1.24537 -0.64311 0.72 0.02 -1.09 0.2248
H -2.94744 -0.23098 0.78728 -0.15 -3.25 1.00 0.4000
H -0.03394 -0.15205 -1.31488 0.01 -0.13 0.16 0.4554
H 0.81311 -1.58477 -0.72347 -0.31 0.04 0.18 0.3664
H 0.50094 1.03476 0.85936 0.07 -0.10 -0.03 0.2706
H 1.29262 -0.42934 1.44637 -0.02 0.07 -0.11 0.2798
```
Positions in Å, forces in eV/Å.